Record 1
DFT (the ωB97M-V functional and the def2-TZVPD basis) results for a molecular structure, C53H35Cl2N4O4W.

Output
Total energy in Eh: -3548.042508
Frontier orbital gap in eV: 5.6854
Total charge: +1
HOMO level in eV: -9.65
Energy above the lowest of the compared OMol25 structures with the same formula, charge and spin in kcal/mol: 0.0

Element x y z (Å)
W 0.05646 -0.18470 0.43325
C 3.56310 -5.02804 5.20384
C 2.57670 -5.32811 4.27591
C 1.99492 -4.31616 3.52726
C 2.40404 -2.99576 3.69267
C 3.39143 -2.69993 4.62920
C 3.96629 -3.71239 5.38289
C 1.76985 -1.92163 2.88051
C 0.45289 -1.57098 3.16568
C -0.21228 -1.99757 4.35091
C -1.39137 -1.33107 4.41274
C -1.48335 -0.53738 3.23662
N -0.35116 -0.68257 2.45706
C -2.58546 0.24136 2.91115
C -2.67055 0.92574 1.71972
C -3.82649 1.62789 1.27118
C -3.58726 2.01333 -0.00461
C -2.25196 1.61514 -0.32636
C -1.56824 2.01996 -1.48259
C -2.25041 2.16402 -2.78608
C -3.58030 1.75212 -2.95908
C -4.19521 1.78630 -4.19832
C -3.49846 2.20978 -5.31957
C -2.16326 2.55603 -5.18627
C -1.54564 2.51469 -3.94775
C -0.19809 2.29674 -1.32357
N 0.60079 1.62335 -0.43740
C 1.86582 2.18232 -0.55875
C 3.04095 1.64305 -0.07599
C 4.32868 2.31118 -0.41368
C 5.05222 2.96768 0.57790
C 6.25514 3.58536 0.27003
C 6.74718 3.54404 -1.02700
C 6.03169 2.88773 -2.01789
C 4.82282 2.27870 -1.71417
C 3.09908 0.47872 0.69230
C 4.30526 -0.18342 1.06792
C 3.95568 -1.24850 1.83697
C 2.53787 -1.21044 1.96803
N 2.01588 -0.18704 1.20734
C 1.79386 3.32080 -1.41997
C 0.53504 3.37230 -1.91780
N -1.68977 0.94495 0.74166
C -3.73843 0.28653 3.85193
C -3.98343 1.42965 4.60574
C -5.06448 1.47338 5.47433
C -5.90946 0.37913 5.58958
C -5.67013 -0.76246 4.83775
C -4.58687 -0.81024 3.97288
H 4.01532 -5.81759 5.78842
H 2.25809 -6.35224 4.13531
H 1.21982 -4.54599 2.80672
H 3.69591 -1.67128 4.77720
H 4.72505 -3.47216 6.11552
H 0.20448 -2.67534 5.07600
H -2.13123 -1.36016 5.19413
H -4.70330 1.81330 1.86814
H -4.22259 2.61370 -0.63164
H -4.14281 1.34893 -2.13158
H -5.22200 1.45751 -4.28820
H -3.98144 2.23559 -6.28691
H -1.58355 2.84136 -6.05484
H -0.48602 2.70907 -3.91178
H 4.66784 2.99372 1.59006
H 6.80750 4.10065 1.04424
H 7.68728 4.02259 -1.26548
H 6.41566 2.84815 -3.02850
H 4.26126 1.76403 -2.48415
H 5.29357 0.13017 0.77788
H 4.60433 -1.97082 2.30203
H 2.60783 3.99766 -1.61549
H 0.11873 4.12864 -2.55959
H -3.32213 2.28240 4.51330
H -5.24536 2.36339 6.06201
H -6.75379 0.41580 6.26452
H -6.32863 -1.61656 4.92248
H -4.39438 -1.70205 3.38841
Cl -2.86203 -2.45647 0.74276
C -1.64994 -3.42038 -0.06849
Cl 0.02160 -2.88634 0.36982
H -1.74026 -3.31664 -1.14324
H -1.72084 -4.45095 0.25981
O -1.02966 -0.73846 -1.37151
C 0.03010 -0.87115 -2.06806
O 1.12031 -0.82692 -1.41090
C -0.02934 -1.01523 -3.51862
C 1.15064 -1.06946 -4.25253
C 1.12722 -1.14088 -5.64375
C -0.11229 -1.15202 -6.23903
O -0.39713 -1.20583 -7.56034
C -1.82420 -1.18871 -7.67331
O -2.36119 -1.13204 -6.35269
C -1.29404 -1.10386 -5.50494
C -1.29234 -1.02939 -4.14348
H 2.09303 -1.05123 -3.72276
H 2.03222 -1.18276 -6.23163
H -2.15696 -2.10332 -8.16542
H -2.12836 -0.30134 -8.23120
H -2.20363 -0.96263 -3.56679

Cartesian forces (eV/Å) of the 6 atoms listed first:
0.5 0.0 -0.4
0.0 0.0 0.0
0.0 0.0 0.0
0.0 0.0 0.0
0.0 0.0 0.0
0.0 0.0 0.0

How positive or negative is each atom? The Mulliken charges in e answer that:
1 W 0.53
2 C -0.44
3 C -0.88
4 C 0.15
5 C -1.29
6 C 0.06
7 C -0.88
8 C 1.95
9 C 0.85
10 C -1.69
11 C -1.64
12 C 0.18
13 N 0.42
14 C 1.30
15 C 0.09
16 C -1.28
17 C -1.76
18 C 0.80
19 C 0.28
20 C 0.90
21 C -0.48
22 C -1.26
23 C -0.43
24 C -1.25
25 C -0.18
26 C 0.68
27 N 0.53
28 C 0.13
29 C 1.32
30 C -0.52
31 C 0.11
32 C -0.86
33 C -0.42
34 C -0.91
35 C 0.06
36 C 0.23
37 C -1.39
38 C -1.42
39 C 0.40
40 N -0.12
41 C -1.16
42 C -1.65
43 N 0.21
44 C -0.57
45 C 0.12
46 C -0.83
47 C -0.40
48 C -0.96
49 C 0.26
50 H 0.40
51 H 0.41
52 H 0.40
53 H 0.53
54 H 0.40
55 H 0.53
56 H 0.57
57 H 0.58
58 H 0.89
59 H 0.63
60 H 0.42
61 H 0.45
62 H 0.45
63 H 0.51
64 H 0.48
65 H 0.40
66 H 0.40
67 H 0.40
68 H 0.56
69 H 0.59
70 H 0.67
71 H 0.66
72 H 0.89
73 H 0.48
74 H 0.40
75 H 0.40
76 H 0.41
77 H 0.43
78 Cl -0.03
79 C -0.41
80 Cl 0.11
81 H 0.25
82 H 0.47
83 O -0.61
84 C 0.91
85 O -0.82
86 C 0.10
87 C -0.72
88 C -1.13
89 C 1.07
90 O -0.50
91 C -0.32
92 O -0.50
93 C 0.52
94 C -0.64
95 H 0.56
96 H 0.46
97 H 0.28
98 H 0.29
99 H 0.48

Record 2
DFT (the ωB97M-V functional and the def2-TZVPD basis) results for a molecular structure, C53H37ClF5GeN2PSSbSe4Ti.

Output
Total energy in Eh: -16623.012823
Spin multiplicity: 2
Frontier orbital gap (alpha / beta) in eV: 6.1966 / 6.1309
HOMO level (alpha / beta) in eV: -7.28 / -7.32
Energy above the lowest of the compared OMol25 structures with the same formula, charge and spin in kcal/mol: 0.0

Element x y z (Å)
Ti 0.12272 0.57082 0.66868
C -3.47379 -1.48415 2.52304
C -2.68832 -0.66226 1.71536
N -1.36882 -0.72871 1.69952
C -0.73585 -1.65745 2.46273
C -1.45187 -2.50046 3.32631
C -2.84914 -2.38274 3.34753
C -0.75737 -3.48933 4.09983
C 0.56705 -3.67563 3.94030
C 1.31319 -2.88133 3.00772
C 2.67884 -3.09878 2.75892
C 3.33839 -2.31742 1.84703
C 2.64287 -1.28621 1.20895
N 1.36225 -1.05430 1.44575
C 0.67950 -1.84885 2.30185
H -4.54994 -1.39312 2.49359
H -3.14291 0.08436 1.06467
H -3.42083 -3.03050 3.99794
H -1.32880 -4.09824 4.78669
H 1.09440 -4.43456 4.50074
H 3.19267 -3.88932 3.28882
H 4.37989 -2.47210 1.60991
H 3.13098 -0.63057 0.49016
Se 3.63070 -1.29007 -2.63393
Sb 1.84254 0.26152 -2.71954
Se 1.88496 1.73115 -0.67368
Se -0.12425 -1.07826 -1.36187
Se 0.86209 1.24056 -4.62950
Cl -1.63441 2.10050 -1.15190
C -3.02675 2.73601 -0.32594
C -4.14554 3.02629 -1.09414
C -5.25365 3.58405 -0.48164
C -5.22887 3.85748 0.87966
C -4.10249 3.55925 1.62551
C -2.97798 2.97112 1.04151
P -1.40215 2.65582 1.94854
C -0.75052 4.35884 1.92873
C -1.20022 5.33388 2.81636
C -0.72845 6.63290 2.71368
C 0.18348 6.96584 1.72153
C 0.62560 6.00027 0.83110
C 0.16402 4.69599 0.93573
C -1.96584 2.32956 3.65344
C -1.14074 2.66831 4.72816
C -1.48640 2.30739 6.02046
C -2.65332 1.59553 6.26139
C -3.48389 1.26353 5.20334
C -3.14434 1.63226 3.90946
H -4.13026 2.82651 -2.15526
H -6.12866 3.81624 -1.06958
H -6.08357 4.31102 1.35800
H -4.08843 3.78818 2.68114
H -1.91381 5.08081 3.59182
H -1.07233 7.38563 3.41016
H 0.55286 7.97954 1.64634
H 1.33931 6.25318 0.06007
H 0.52848 3.94017 0.25105
H -0.22368 3.21349 4.54817
H -0.83745 2.58006 6.84071
H -2.91578 1.30771 7.26958
H -4.40101 0.72090 5.38086
H -3.81763 1.38260 3.09851
F 5.48258 -0.87630 5.83915
C 4.53041 -0.26929 5.11603
C 3.20720 -0.64858 5.24314
F 2.86385 -1.62037 6.11087
C 2.23611 -0.01403 4.48763
F 0.94788 -0.36311 4.71700
C 2.53340 0.99654 3.57399
S 1.31614 1.81800 2.63300
C 3.87594 1.37673 3.49509
F 4.25135 2.35613 2.65991
C 4.86141 0.75659 4.24521
F 6.14108 1.13582 4.13009
C -3.52985 -1.11005 -2.32299
Ge -2.00502 -2.31407 -2.06562
C -2.33885 -3.57558 -0.59471
C -3.63866 -3.83870 -0.16700
C -3.88705 -4.78844 0.81621
C -2.83356 -5.48276 1.38872
C -1.53116 -5.22342 0.97956
C -1.28741 -4.27602 -0.00340
C -1.47121 -3.19283 -3.72242
C -0.28902 -2.86027 -4.32604
C 0.09042 -3.42478 -5.56377
C -0.72683 -4.31633 -6.18531
C -1.95968 -4.69653 -5.60102
C -2.81784 -5.62743 -6.23367
C -3.99861 -5.99782 -5.66172
C -4.37896 -5.45027 -4.41946
C -3.57260 -4.54669 -3.78917
C -2.33984 -4.13597 -4.35438
H -4.39505 -1.64828 -2.70632
H -3.24453 -0.35484 -3.05527
H -3.79849 -0.60957 -1.39063
H -4.47357 -3.30491 -0.60747
H -4.90289 -4.98966 1.12804
H -3.02430 -6.22887 2.14826
H -0.70672 -5.76432 1.42150
H -0.26734 -4.08187 -0.32239
H 0.38507 -2.14941 -3.86685
H 1.03238 -3.13233 -6.00451
H -0.44943 -4.75010 -7.13708
H -2.51535 -6.04206 -7.18674
H -4.64382 -6.71159 -6.15509
H -5.31122 -5.75205 -3.96302
H -3.87793 -4.15023 -2.82959

Cartesian forces (eV/Å) of the 6 atoms listed first:
0.4 0.7 1.0
0.0 0.0 0.0
0.1 0.1 -0.1
0.3 0.1 0.0
-0.5 -0.2 -0.1
0.1 0.0 -0.1

Mulliken atomic charge list, values in e, 99 entries:
1 Ti 1.46
2 C -1.13
3 C -0.90
4 N 1.64
5 C -0.17
6 C 1.54
7 C -1.00
8 C -1.29
9 C -1.37
10 C 1.73
11 C -0.81
12 C -1.43
13 C -0.89
14 N 2.08
15 C -0.85
16 H 0.50
17 H 0.46
18 H 0.48
19 H 0.48
20 H 0.51
21 H 0.53
22 H 0.54
23 H 0.45
24 Se -0.59
25 Sb 0.71
26 Se -0.61
27 Se -0.03
28 Se -0.57
29 Cl -0.28
30 C 0.84
31 C -0.68
32 C -0.68
33 C -0.85
34 C -0.49
35 C -0.27
36 P 0.39
37 C 1.45
38 C -0.53
39 C -0.82
40 C -0.55
41 C -0.80
42 C -0.02
43 C 0.85
44 C -0.79
45 C -0.92
46 C -0.72
47 C -0.94
48 C -0.63
49 H 0.55
50 H 0.41
51 H 0.44
52 H 0.39
53 H 0.33
54 H 0.44
55 H 0.40
56 H 0.48
57 H -0.17
58 H 0.55
59 H 0.47
60 H 0.41
61 H 0.48
62 H 0.57
63 F -0.32
64 C 0.76
65 C -0.05
66 F -0.39
67 C 0.26
68 F -0.45
69 C 0.01
70 S -0.27
71 C 0.04
72 F -0.34
73 C 0.29
74 F -0.31
75 C -0.99
76 Ge 0.29
77 C 0.68
78 C 0.03
79 C -0.99
80 C -0.52
81 C -0.63
82 C -0.64
83 C 0.96
84 C 0.31
85 C -1.17
86 C -0.73
87 C 0.77
88 C -0.84
89 C -0.53
90 C -1.03
91 C -0.32
92 C 0.15
93 H 0.52
94 H 0.40
95 H 0.23
96 H 0.52
97 H 0.41
98 H 0.44
99 H 0.46